# C16H27N3O4Rh

A molecular structure, C16H27N3O4Rh (ωB97M-V/def2-TZVPD, the OMol25 dataset).

Properties
Total charge = +3
F_max = 1.2 eV Å⁻¹
Relative energy (zero: lowest compared OMol25 entry of this formula, charge and spin) = 82.6 kJ/mol
Spin multiplicity = 1
Gap between HOMO and LUMO = 7.02 eV

Cartesian coordinates (Å):
Rh  0.048  -0.525  0.073
C  -1.548  3.894  0.213
N  -1.529  2.956  1.351
C  -2.023  3.485  2.637
C  -1.024  1.768  1.243
O  -0.538  1.350  0.126
C  -0.977  0.855  2.440
O  -0.345  -0.394  2.034
C  -0.941  -1.606  2.593
C  -1.569  -2.411  1.467
O  -1.359  -1.991  0.270
N  -2.259  -3.477  1.711
C  -2.880  -4.257  0.624
C  -2.505  -3.982  3.074
H  -2.563  4.265  0.094
H  -0.881  4.726  0.436
H  -1.228  3.393  -0.693
H  -2.744  4.267  2.420
H  -2.528  2.715  3.215
H  -1.199  3.912  3.208
H  -0.383  1.298  3.241
H  -1.981  0.652  2.812
H  -0.145  -2.163  3.091
H  -1.682  -1.330  3.341
H  -2.922  -3.666  -0.284
H  -2.297  -5.162  0.463
H  -3.885  -4.527  0.942
H  -1.738  -3.649  3.768
H  -3.490  -3.658  3.409
H  -2.482  -5.068  3.039
O  0.101  -1.070  -1.882
C  1.332  -1.599  -2.522
C  2.144  -0.458  -3.097
C  2.244  0.734  -2.144
C  2.853  0.397  -0.824
C  4.228  0.475  -0.640
C  4.787  0.229  0.599
C  3.942  -0.083  1.659
C  2.593  -0.170  1.419
N  2.055  0.030  0.195
H  -0.328  -0.477  -2.518
H  1.003  -2.301  -3.284
H  1.829  -2.155  -1.727
H  1.689  -0.112  -4.028
H  3.129  -0.847  -3.364
H  1.253  1.162  -1.976
H  2.830  1.527  -2.608
H  4.846  0.763  -1.480
H  5.857  0.299  0.745
H  4.320  -0.257  2.656
H  1.910  -0.413  2.218

Atom charges from the Löwdin analysis, given in e for atoms 1 to 5: Rh 1.40; C 0.05; N -0.08; C 0.04; C -0.33